17
Properties=species:S:1:pos:R:3:forces:R:3 method="wB97M-V/def2-TZVPD" e_homo_ev=-8.5141 smiles="CSC(=S)C(C)C" lumo_energy_ev=-0.378 gap_ev=8.136 relative_energy_kcal_mol=15.62
C -2.718 -0.254 0.423 1.76 -0.98 0.95
C -0.257 1.194 -0.212 0.03 0.63 0.36
C 0.559 -0.067 -0.222 0.03 -0.66 1.27
C 1.376 -0.226 1.159 -0.50 -1.15 -1.49
C 1.523 -0.216 -1.455 0.07 2.70 0.76
H -3.683 -0.595 0.068 -0.09 0.35 -0.42
H -2.051 -1.184 0.449 -0.90 1.28 0.04
H -2.838 0.131 1.467 0.17 -0.25 -0.95
H -0.227 -0.876 -0.238 1.19 0.42 -0.21
H 0.652 -0.514 1.981 0.97 0.69 -0.74
H 1.989 0.703 1.355 -0.69 -1.29 -0.08
H 1.991 -1.161 0.917 -0.34 1.41 0.84
H 1.736 -1.248 -1.550 0.14 -1.01 -0.57
H 2.521 0.321 -1.253 -1.57 -0.65 -0.20
H 1.060 0.274 -2.357 0.51 -0.88 0.70
S -1.981 1.043 -0.664 -0.47 0.06 0.19
S 0.349 2.674 0.131 -0.30 -0.67 -0.46


20
Properties=species:S:1:pos:R:3:forces:R:3 method="wB97M-V/def2-TZVPD" e_homo_ev=-9.5374 smiles="N[C@@H](Cc1c[nH]cn1)C(=O)O" lumo_energy_ev=0.491 gap_ev=10.028 relative_energy_kcal_mol=22.09
C -0.072 1.317 0.939 -0.25 -2.39 -0.70
C 0.661 0.509 2.039 -1.64 -2.22 1.55
C 0.521 0.841 -0.400 -0.74 0.23 -0.78
C -0.020 -0.446 -0.961 -1.06 -0.55 2.74
C -0.118 -0.867 -2.206 -0.43 -0.46 -2.32
C -0.998 -2.429 -0.936 -0.37 2.15 2.34
H -0.313 3.037 1.843 0.41 0.29 -0.10
H 1.220 2.561 1.471 -1.06 1.27 -0.28
H -1.142 1.043 1.042 0.43 0.48 -0.24
H 0.409 1.636 -1.156 -0.27 -0.21 0.35
H 1.575 0.837 -0.209 0.91 -0.49 -0.19
H 0.237 -0.337 -3.081 -0.31 -0.49 -0.16
H -1.432 -3.340 -0.561 -0.15 -0.06 -0.24
H -1.055 -2.639 -3.026 0.22 0.15 0.42
H 0.046 -1.120 1.368 -0.99 -0.96 -0.43
N 0.253 2.690 1.067 0.90 0.40 1.11
N -0.658 -1.402 -0.126 0.93 -1.13 -1.55
N -0.816 -2.096 -2.203 1.35 0.71 -1.44
O 1.345 1.031 2.858 1.14 1.09 0.43
O 0.358 -0.828 2.238 0.95 2.20 -0.50


36
Properties=species:S:1:pos:R:3:forces:R:3 method="wB97M-V/def2-TZVPD" charge=-1 e_homo_ev=-5.0239 lumo_energy_ev=2.322 gap_ev=7.346 relative_energy_kcal_mol=18.28
O -1.556 -3.037 -2.221 -0.73 0.38 -0.87
C -1.167 -1.880 -2.033 2.08 -1.51 1.83
O -1.617 -0.770 -2.380 -0.12 -0.06 -0.42
C 0.052 -1.953 -0.893 -3.06 1.53 -1.38
C -0.723 -1.535 0.348 0.51 -0.71 2.82
C -0.882 -0.058 0.677 1.21 2.30 -0.14
C -1.768 0.282 1.847 0.23 -1.72 0.71
O -1.406 0.893 2.835 -0.16 0.49 -0.48
H 0.815 -1.199 -0.968 0.75 0.23 -0.50
H 0.401 -2.972 -0.900 0.17 -0.11 0.26
H -0.168 -1.951 1.209 0.34 0.35 0.04
H -1.660 -1.997 0.631 -0.74 -0.55 -1.26
H -1.226 0.619 -0.151 0.51 -0.89 0.34
H 0.097 0.365 1.015 -0.39 -0.24 -0.54
H -2.745 -0.223 1.866 -0.14 0.28 -0.12
H 0.071 2.109 3.126 0.62 -0.34 0.39
H 1.200 1.567 4.049 -0.19 -0.14 -0.12
O 0.984 2.289 3.451 -0.47 0.46 -0.30
H 2.705 -0.911 1.723 -0.27 -0.05 0.51
H 3.611 -0.723 2.874 -0.21 0.02 0.14
O 2.868 -1.278 2.607 0.36 -0.23 -0.40
H 2.495 1.475 -2.578 -0.19 -0.32 0.21
H 1.196 0.868 -3.175 -0.01 -0.02 0.24
O 1.993 1.362 -3.390 0.06 0.23 -0.49
H -3.753 -0.470 -0.673 -0.44 0.30 0.38
H -2.971 0.737 -0.521 -0.49 0.71 0.01
O -3.788 0.362 -0.158 0.26 -1.01 -0.63
H 2.676 1.295 0.770 0.46 -0.34 -0.32
H 2.188 1.880 2.045 0.74 -0.67 0.56
O 2.919 1.301 1.703 -1.03 1.22 -0.22
H -1.966 2.266 -2.755 0.00 -0.09 0.05
H -2.024 0.745 -2.308 0.23 0.77 0.16
O -2.149 1.698 -2.003 0.06 -0.31 -0.28
H 3.570 -0.383 -1.017 0.05 0.27 -0.04
H 4.349 0.946 -0.792 0.10 -0.17 0.08
O 3.472 0.574 -0.923 -0.12 -0.09 -0.21


13
Properties=species:S:1:pos:R:3:forces:R:3 method="wB97M-V/def2-TZVPD" e_homo_ev=-7.5676 smiles=Nc1cc[nH]c1O lumo_energy_ev=0.977 gap_ev=8.545 relative_energy_kcal_mol=21.30
N 0.585 -0.451 1.826 -0.44 -0.29 -0.03
C -0.019 -0.177 0.561 0.08 -0.01 0.01
C 0.792 -0.071 -0.527 -0.27 -0.23 -0.12
O 2.116 -0.320 -0.588 0.00 0.02 0.07
N 0.050 0.305 -1.598 0.12 -0.03 -0.05
C -1.266 0.463 -1.189 -0.08 0.11 -0.04
C -1.336 0.195 0.152 -0.08 -0.09 -0.17
H 0.108 -1.185 2.350 0.13 0.20 -0.23
H 0.493 0.401 2.341 0.21 0.31 0.82
H 2.323 -0.590 0.327 0.12 0.06 -0.22
H 0.411 0.421 -2.528 -0.09 0.01 0.02
H -2.027 0.763 -1.893 0.09 -0.03 0.09
H -2.230 0.246 0.764 0.21 -0.03 -0.14


14
Properties=species:S:1:pos:R:3:forces:R:3 method="wB97M-V/def2-TZVPD" e_homo_ev="-7.2660 / -7.2702" lumo_energy_ev="0.425 / 0.429" gap_ev="7.691 / 7.699" relative_energy_kcal_mol=105.30
C 1.775 0.345 -0.284 0.09 0.11 -0.10
C 0.704 0.056 0.571 0.16 -0.18 0.11
C -0.904 0.922 0.284 -0.19 0.11 -0.07
C -1.717 0.020 -0.425 -0.01 0.06 0.04
O -0.375 -1.451 -0.863 0.16 0.09 0.24
C 0.417 -1.302 0.079 -0.16 -0.08 -0.13
H 1.673 0.220 -1.356 -0.01 -0.05 0.14
H 2.702 0.771 0.092 -0.17 -0.03 -0.08
H 0.943 0.133 1.634 -0.04 0.01 -0.16
H -0.590 1.810 -0.260 -0.04 -0.14 0.12
H -1.187 1.131 1.315 0.04 -0.10 -0.13
H -1.961 0.167 -1.471 0.10 -0.01 0.14
H -2.368 -0.664 0.111 0.11 0.09 -0.12
H 0.888 -2.158 0.573 -0.07 0.13 -0.02